Record 1
Computed, not measured: a structure of composition C21H33AsCl4O3RuS4Si3 at a distorted geometry, with wB97M-V/def2-TZVPD.

Values from the calculation:
2S+1: 5
ΔE to the lowest compared entry with this formula, charge and spin in kcal/mol: 0.0
LUMO energy (alpha / beta) in hartree: -0.05705 / -0.08409

Element x y z (Å)
Ru (0.8829, 1.4135, 0.5665)
As (-0.0121, -0.5496, -0.7459)
Cl (2.7200, 2.4939, 2.7024)
Cl (-0.9601, -1.4833, 5.0688)
Cl (-0.1765, 3.2931, 2.2599)
Cl (5.6944, -0.0443, -1.3302)
S (-1.9458, 3.0213, -0.8496)
S (0.1748, 2.8761, -1.0038)
S (2.7975, 1.2473, -0.4362)
S (0.2891, -0.0325, 2.4415)
Si (1.7139, -2.1145, -1.5185)
Si (-2.9229, 1.7603, -3.4512)
Si (-1.6622, -2.0901, 0.2059)
O (-2.4362, 3.0331, -2.4112)
O (-2.4751, 1.8434, -0.2067)
O (-2.2093, 4.3529, -0.4075)
C (-0.9114, 2.2800, 3.4819)
C (5.2427, 1.6863, 2.8271)
C (2.5962, -1.3757, -2.9886)
C (0.9830, -3.7488, -2.0551)
C (-0.8613, -3.3530, 1.3498)
C (-0.6411, 0.9029, 3.5955)
C (2.9084, -2.5270, -0.1269)
C (-1.2784, 1.0887, -4.0752)
C (4.1187, 1.7096, 2.0059)
C (-1.7891, 0.9380, 5.7728)
C (-1.1123, 0.2310, 4.7664)
C (-4.0638, 0.5237, -2.6576)
C (-2.4823, -2.9595, -1.2491)
C (-2.9853, -1.2985, 1.2374)
C (5.3753, 0.6675, 0.2406)
C (-3.8285, 2.5468, -4.8735)
C (-2.0794, 2.2894, 5.6307)
C (4.1230, 1.1450, 0.7028)
C (-1.6578, 2.9464, 4.4747)
C (6.4377, 1.1703, 2.3354)
C (6.4884, 0.6761, 1.0475)
H (-0.9582, 0.1981, -3.5290)
H (0.1087, -3.7178, 0.9627)
H (-2.3196, -2.3788, -2.1862)
H (-4.8499, 2.8377, -4.5777)
H (-1.2629, 0.8996, -5.1585)
H (7.4220, 0.3013, 0.6273)
H (-2.1489, 0.4058, 6.6593)
H (-2.0590, -3.9548, -1.4179)
H (-2.7162, -1.3475, 2.3159)
H (3.2734, -2.1446, -3.4256)
H (-2.6084, 2.8355, 6.3889)
H (1.7846, -4.4080, -2.4011)
H (-4.1490, -0.3446, -3.3160)
H (-1.8601, 3.9942, 4.2937)
H (0.4333, -4.2891, -1.2556)
H (-1.5544, -4.1725, 1.5245)
H (-3.5708, -2.9984, -1.1045)
H (1.9030, -1.0670, -3.7943)
H (-0.5255, 1.8410, -3.8704)
H (-3.2967, 3.4397, -5.2406)
H (3.8642, -2.8693, -0.5414)
H (3.1601, -0.4582, -2.7058)
H (-3.9542, -1.8064, 1.0538)
H (-3.9205, 1.8193, -5.6872)
H (-3.0879, -0.2448, 0.9737)
H (5.1757, 2.0905, 3.8339)
H (-5.0441, 0.9666, -2.5086)
H (0.2409, -3.5615, -2.8585)
H (-0.6677, -2.8448, 2.2990)
H (-3.7390, 0.1942, -1.6712)
H (2.4741, -3.3081, 0.5242)
H (3.0928, -1.6263, 0.4789)
H (7.3046, 1.1594, 2.9877)

---

Record 2
Computed, not measured: the molecule C21H33BrN2OS, with wB97M-V/def2-TZVPD.

Values from the calculation:
SMILES: CC(C)C[C@@H](CSc1ccc(Br)cc1)N1CCN(CC(C)C)CCC1=O
LUMO energy in hartree: 0.02259

Element x y z (Å)
Br (6.6403, -1.3262, -0.9522)
S (2.2663, 1.8608, 2.5026)
O (1.7602, -1.0823, 0.1669)
N (-1.6857, -1.7648, 0.9547)
N (0.1769, 0.1508, 1.1990)
C (4.0539, -0.1228, 2.0442)
C (0.8910, -0.9864, 1.0136)
C (3.4755, 1.0252, 1.5170)
C (-2.8273, -2.3298, 0.2534)
C (4.9987, -0.8196, 1.3192)
C (1.0506, 2.4429, 1.2682)
C (-0.6982, 1.7871, -0.4481)
C (-4.3880, -2.0785, -1.6993)
C (-3.1179, -1.5521, -1.0377)
C (-0.3760, 1.9848, -1.9339)
C (-1.6619, 2.3047, -2.6941)
C (-1.9235, -1.6606, -1.9808)
C (0.5407, -2.1280, 1.9479)
C (-0.8758, 0.2372, 2.1817)
C (0.5012, 1.3131, 0.3921)
C (3.8656, 1.4905, 0.2698)
C (5.3541, -0.3621, 0.0621)
C (-0.8003, -2.7518, 1.5381)
C (0.6481, 3.0943, -2.1564)
C (4.8004, 0.7895, -0.4670)
C (-2.0569, -0.7157, 1.8772)
H (-2.3985, 1.5172, -2.5550)
H (3.4481, 2.3996, -0.1351)
H (5.0945, 1.1376, -1.4455)
H (-0.4689, 0.0319, 3.1777)
H (-2.4442, -1.1238, 2.8291)
H (1.6099, 2.8316, -1.7245)
H (-2.8623, -0.1435, 1.4128)
H (0.7963, 3.2593, -3.2211)
H (-1.0987, 2.7206, -0.0438)
H (-2.0890, 3.2414, -2.3409)
H (-1.0140, -1.3623, -1.4664)
H (-1.8049, -2.6878, -2.3188)
H (-5.2438, -1.9732, -1.0355)
H (0.5119, -1.7699, 2.9770)
H (1.4976, 3.2270, 0.6595)
H (3.7501, -0.4704, 3.0196)
H (-1.2438, 1.2628, 2.1919)
H (-1.4767, 1.0276, -0.3742)
H (1.2962, 0.9607, -0.2751)
H (-3.2720, -0.4974, -0.7833)
H (-0.6078, -3.5031, 0.7697)
H (0.0348, 1.0468, -2.3214)
H (5.4424, -1.7182, 1.7190)
H (1.3296, -2.8758, 1.8675)
H (-1.2569, -3.2575, 2.4098)
H (-3.7246, -2.3494, 0.8925)
H (-2.5982, -3.3625, -0.0178)
H (-1.4614, 2.4011, -3.7583)
H (0.3050, 4.0268, -1.7115)
H (-4.2759, -3.1311, -1.9500)
H (-4.5941, -1.5291, -2.6149)
H (0.2687, 2.8902, 1.8830)
H (-2.0610, -1.0273, -2.8540)

---

Record 3
Computed, not measured: a structure of composition C21H33Cl2N5OTm at a distorted geometry, with wB97M-V/def2-TZVPD.

Values from the calculation:
2S+1: 3
ΔE to the lowest compared entry with this formula, charge and spin in kcal/mol: 1.1
Total charge: +3
LUMO energy (alpha / beta) in hartree: -0.33140 / -0.33407

Element x y z (Å)
Tm (0.4664, 0.5132, -0.3057)
Cl (0.0062, -2.4043, -5.6068)
Cl (0.3930, -3.8870, -2.9857)
O (1.1169, -1.7714, -0.6118)
N (1.0253, 4.9564, -1.0348)
N (0.8478, 0.2743, -2.7074)
N (1.4595, 0.8546, 1.6475)
N (2.1474, 0.5518, -2.0834)
N (0.5407, 2.7944, -0.9923)
C (-2.2088, -1.4587, 0.6239)
C (-2.6770, -1.6244, 3.0774)
C (-0.3903, 3.4716, -1.8403)
C (-1.9122, -1.4259, -1.9176)
C (0.6498, -0.3936, 4.1013)
C (3.1402, -0.8825, 1.2757)
C (-0.3038, -3.8622, -4.6877)
C (2.0060, -0.3862, 2.0679)
C (-2.6165, 2.8080, 0.8355)
C (1.7338, -2.7871, 0.2530)
C (-2.5555, -0.8204, 1.7996)
C (0.2519, 0.9124, 3.7777)
C (-2.3741, 1.3338, 0.6901)
C (1.6546, -0.9546, 3.2828)
C (-1.9164, -0.7267, -0.6021)
C (1.3711, 3.7278, -0.5581)
C (-1.9396, 0.7003, -0.4997)
C (-0.0963, 4.7916, -1.8606)
C (0.7365, 1.5245, 2.6045)
C (-2.7964, 0.5483, 1.7734)
C (3.0740, -2.3341, 0.7683)
H (-3.3312, 3.0692, 0.0080)
H (-1.1553, 2.9566, -2.4136)
H (-3.0889, 3.0425, 1.7716)
H (3.8007, -2.4994, -0.0594)
H (3.4174, -0.1955, 0.4459)
H (-3.2137, -2.5960, 2.9117)
H (4.0185, -0.8777, 1.9766)
H (0.9595, -0.4043, -3.4630)
H (1.6399, 5.7901, -1.0571)
H (2.8006, -0.2822, -2.2411)
H (-2.2457, -2.5337, 0.5551)
H (-3.2590, -1.1062, 3.8001)
H (3.4002, -2.9605, 1.5874)
H (-0.9045, -1.4364, -2.4116)
H (0.1417, -4.7575, -5.1110)
H (-0.4648, 5.6919, -2.3596)
H (2.5984, 1.4032, -2.4627)
H (0.3412, -0.9097, 5.0018)
H (-1.6934, 3.3663, 0.6852)
H (2.1698, -1.8267, 3.6603)
H (-1.9177, 1.3056, -1.3761)
H (1.0448, -2.9885, 1.0828)
H (-2.5825, -0.8497, -2.6062)
H (-2.3347, -2.4119, -1.8113)
H (-1.3997, -3.9053, -4.6052)
H (2.1051, 3.5689, 0.1812)
H (-1.6402, -1.7725, 3.5096)
H (1.8662, -3.7727, -0.2670)
H (-0.3366, 1.5219, 4.4313)
H (0.5042, 2.5509, 2.3742)
H (0.5082, 1.1025, -3.1773)
H (-3.3628, 0.9248, 2.5958)
H (0.7800, -2.2523, -1.4409)

---

Record 4
Computed, not measured: a structure of composition C21H33CoIN2OP at a distorted geometry, with wB97M-V/def2-TZVPD.

Values from the calculation:
ΔE to the lowest compared entry with this formula, charge and spin in kcal/mol: 19.6
Total charge: +2
LUMO energy (alpha / beta) in hartree: -0.29955 / -0.30311

Element x y z (Å)
I (0.7374, -0.9963, -4.3013)
Co (-0.1660, -0.0633, 0.0347)
P (1.7589, -0.5897, 1.3554)
O (-0.4875, -1.6712, -1.0428)
N (-1.7450, 0.2439, 1.0524)
N (-2.0092, -2.5135, -2.4679)
C (4.0375, -2.2925, 0.8157)
C (0.3225, -2.7092, -3.0353)
C (3.9572, 0.6639, 2.6145)
C (-2.7648, 0.6438, 1.4393)
C (1.3281, 3.9309, -3.1351)
C (1.0986, 2.4424, -1.2464)
C (-6.3960, 1.9128, 2.9997)
C (3.3281, 3.2400, -1.7715)
C (1.5200, -1.7713, 2.7503)
C (3.0206, -1.3243, 0.2142)
C (-5.3002, 1.7558, 3.8396)
C (0.5181, -1.2391, 3.7699)
C (2.5498, 0.9109, 2.0886)
C (-4.0896, 1.3403, 3.3290)
C (-3.9773, 1.0816, 1.9489)
C (-0.7599, -2.2656, -2.0997)
C (-6.2871, 1.6681, 1.6360)
C (1.8265, 3.5934, -1.7171)
C (0.5053, 1.4582, -0.8139)
C (-5.0862, 1.2565, 1.0989)
C (1.6017, 4.7680, -0.7530)
H (3.6970, 2.9883, -0.7783)
H (0.5453, 5.0182, -0.6929)
H (-0.4117, -0.9440, 3.2819)
H (2.4877, -1.9607, 3.2237)
H (-7.3409, 2.2267, 3.4099)
H (3.8849, 4.0992, -2.1403)
H (1.8999, 1.2553, 2.8947)
H (1.1657, -2.7115, 2.3174)
H (-4.9913, 1.0697, 0.0394)
H (1.2467, -2.9411, -2.5145)
H (4.6366, -1.8350, 1.5973)
H (2.5470, 1.6838, 1.3163)
H (4.6615, 0.4930, 1.8059)
H (-7.1470, 1.7977, 0.9976)
H (-2.2183, -3.0092, -3.3214)
H (2.1482, 5.6399, -1.1054)
H (0.2696, 4.1780, -3.1189)
H (-5.3989, 1.9566, 4.8945)
H (-2.7843, -2.1822, -1.9098)
H (0.0158, -3.5301, -3.6792)
H (3.9802, -0.1873, 3.2909)
H (0.2923, -2.0079, 4.5057)
H (3.5571, -3.1807, 1.2184)
H (-3.2300, 1.2161, 3.9700)
H (2.4622, -1.8446, -0.5695)
H (4.2949, 1.5350, 3.1706)
H (1.9545, 4.5208, 0.2468)
H (3.4991, 2.3984, -2.4392)
H (4.7135, -2.6071, 0.0223)
H (1.4784, 3.0900, -3.8087)
H (1.8857, 4.7860, -3.5100)
H (3.5224, -0.4687, -0.2502)
H (0.9212, -0.3797, 4.3012)